C3H11N5 | ωB97M-V/def2-TZVPD

HOMO-LUMO gap: 7.9847 eV
2S+1: 1
LUMO level: 0.84 eV

Element x y z (Å)
C -0.33307 -1.24741 0.92237
N -0.59221 0.04884 -0.48926
N 0.94318 -0.97555 1.32598
N -1.72959 0.80087 -0.08811
N -0.83380 -0.65819 -1.72232
N 1.14632 -0.21475 2.47061
C 0.71304 0.73772 -0.41112
C 1.45822 1.06272 -1.48019
H -0.72667 -0.00871 -2.49743
H -1.78209 1.64167 -0.65865
H -2.55418 0.23082 -0.27195
H -0.09418 -1.36626 -1.75111
H 0.44807 0.53048 2.55684
H 1.13127 -0.73928 3.33805
H -1.06377 -1.28636 1.73655
H -0.63568 -2.12743 0.34223
H 0.78078 1.34319 0.48092
H 2.39836 1.56881 -1.33020
H 1.32601 0.65879 -2.47321

Here are the Löwdin charges for atoms 1 to 2, given in e: number 1, C, carries -0.15; number 2, N, carries -0.37

=====

C2H2F2O3 | ωB97M-V/def2-TZVPD

HOMO-LUMO gap: 11.0703 eV
2S+1: 1
LUMO level: 0.44 eV

Element x y z (Å)
C 2.37329 0.22819 -0.09217
C -0.64512 0.19155 0.25532
O 1.70092 0.06388 -1.05831
O 2.11023 0.39068 1.17953
O -1.29828 -0.62208 -0.40598
F 3.71529 0.00132 -0.24824
F -0.73792 1.51653 -0.26399
H 1.24306 0.71398 1.44547
H -1.60246 -0.37978 -1.33316

Here are the Löwdin charges for atoms 1 to 2, given in e: number 1, C, carries -0.59; number 2, C, carries -0.14

=====

C3H10S2 | ωB97M-V/def2-TZVPD

HOMO-LUMO gap: 9.7243 eV
2S+1: 1
SMILES: CSS.CC
LUMO level: 0.56 eV

Element x y z (Å)
C -0.92339 -1.75847 -1.43480
S 0.74191 -1.21807 -1.80490
S 1.53139 -0.91728 0.05068
H -0.98120 -2.82695 -1.27845
H -1.55667 -1.54053 -2.30143
H -1.36564 -1.28687 -0.54947
H 1.46130 0.39382 0.34615
C -1.67675 2.14747 2.91406
C -1.38173 3.22089 1.84810
H -0.81455 1.96091 3.55918
H -1.96649 1.20005 2.46220
H -2.51560 2.50743 3.52016
H -2.04163 3.06953 0.98963
H -1.48851 4.20953 2.29504
H -0.37386 3.11856 1.44400

Here are the Löwdin charges for atoms 1 to 2, given in e: number 1, C, carries -0.52; number 2, S, carries 0.36

=====

C28H34KN4OS | ωB97M-V/def2-TZVPD

HOMO-LUMO gap: 7.7229 eV
2S+1: 1
LUMO level: -2.94 eV
Total charge: +1

Element x y z (Å)
K -0.14175 0.46267 -0.09026
C -3.59982 -1.10968 0.87444
C -2.45938 -1.16632 1.87320
C -1.38850 -2.00025 1.65125
C -1.29404 -2.96052 0.51467
C -0.15527 -1.83994 2.44834
C 1.19521 -2.32236 1.99777
C -0.22398 -1.18415 3.68770
C 0.84840 -1.22546 4.75273
C -1.36811 -0.38660 3.96907
C -1.45198 0.46612 5.22249
C -2.51901 -0.43283 3.10063
C -3.84821 0.18843 3.52614
H -3.17237 -1.31683 -0.10208
H -4.06906 -0.13013 0.84962
H -4.38011 -1.87962 1.05725
H -2.33365 -3.19680 0.12685
H -0.77203 -3.87209 0.79036
H -0.66009 -2.57559 -0.33110
H 1.58075 -3.18902 2.59050
H 1.95405 -1.50132 2.14803
H 1.20381 -2.62617 0.92857
H 1.54382 -2.10048 4.62004
H 0.41439 -1.20316 5.79285
H 1.52701 -0.29909 4.66866
H -2.02786 -0.07111 6.05285
H -1.92603 1.43516 5.11171
H -0.45405 0.68736 5.56147
H -4.62630 -0.17291 2.82998
H -3.85275 1.28759 3.50883
H -4.03833 -0.03461 4.60369
S 3.25012 -2.20166 -7.21752
N 1.73722 -1.80281 -6.84523
C 1.76970 -1.25553 -5.63301
C 0.63535 -0.76838 -4.90820
C -0.66714 -1.01946 -5.39157
C -1.72528 -0.88108 -4.47923
C -1.46740 -0.47866 -3.18113
N -0.22358 -0.31750 -2.69261
C 0.78331 -0.43069 -3.53947
C 2.15586 -0.40330 -2.98588
N 2.24740 0.15489 -1.76270
C 3.47189 0.26774 -1.21132
C 4.67580 -0.04388 -1.87593
C 4.60570 -0.56306 -3.17878
C 3.31974 -0.80191 -3.67990
C 3.07928 -1.32301 -5.03421
N 4.03246 -1.89493 -5.81628
H -0.77420 -1.18758 -6.44980
H -2.72458 -1.13239 -4.77857
H -2.28248 -0.29841 -2.42621
H 3.50595 0.67844 -0.19919
H 5.63724 0.01069 -1.36699
H 5.54148 -0.82171 -3.69079
C 0.92181 3.30618 -1.94702
C 0.43081 3.87399 -0.59844
O -0.63463 3.04488 -0.08990
C -1.08976 3.48841 1.23936
C -0.38558 2.83093 2.36638
H 1.27566 4.08025 -2.62775
H 0.07574 2.93914 -2.48600
H 1.67600 2.50325 -1.82493
H 0.11232 4.95373 -0.80415
H 1.20606 3.87268 0.20923
H -2.18192 3.28880 1.24955
H -0.89771 4.56838 1.35206
H -0.73580 1.77477 2.51160
H -0.58095 3.44315 3.30544
H 0.71937 2.81536 2.15284

Here are the Löwdin charges for atoms 1 to 2, given in e: number 1, K, carries 0.77; number 2, C, carries -0.05

=====

C8H12O | ωB97M-V/def2-TZVPD

HOMO-LUMO gap: 10.2535 eV
2S+1: 1
SMILES: O[C@@H]1C[C@H]2[C@H]3CC[C@H]1[C@H]32
LUMO level: 0.79 eV

Element x y z (Å)
O -2.58430 -0.72998 -0.61681
C -1.64159 -0.49915 0.39086
C -1.43383 1.11948 0.68139
C -0.18807 1.56187 -0.15006
C 1.33296 0.98419 -0.30725
C 2.08269 -0.29382 0.25090
C 1.06953 -1.49832 -0.02880
C -0.16394 -0.66060 0.07191
C 0.12377 0.42916 -0.99263
H -2.34996 -1.61308 -1.12366
H -1.94556 -0.96440 1.36712
H -1.31258 1.19179 1.75406
H -2.32983 1.64109 0.24792
H -0.40078 2.53436 -0.68524
H 1.97184 1.71706 -0.75959
H 3.05263 -0.46100 -0.25227
H 2.27531 -0.23558 1.37212
H 1.20101 -1.97671 -1.00199
H 1.15624 -2.24611 0.77763
H 0.06487 -0.25259 1.05306
H 0.01960 0.25235 -2.04865

Here are the Löwdin charges for atoms 1 to 2, given in e: number 1, O, carries -0.06; number 2, C, carries -0.32

=====

C27H27B2CoF4N4O5S | ωB97M-V/def2-TZVPD

HOMO-LUMO gap (spin up / spin down): 6.7986 / 6.7922 eV
2S+1: 1
LUMO level (spin up / spin down): -1.42 / -1.41 eV

Element x y z (Å)
Co 0.97906 1.07002 -1.18689
C -1.99851 3.24408 0.79638
C -1.21812 2.39885 -0.14480
N -0.31884 1.55284 0.20892
O -0.04517 1.42778 1.51957
B 1.48849 1.45475 1.77048
F 1.96592 2.56918 1.06342
F 1.62793 1.57180 3.12640
O 2.15033 0.21482 1.34604
N 1.93175 -0.12550 0.02524
C 1.65997 -1.39011 -0.13517
C 2.42579 -2.42674 0.62082
C 1.21983 -1.69416 -1.52688
N 0.64122 -0.70038 -2.07891
O 0.16445 -0.87014 -3.32929
B -0.94059 0.06353 -3.68156
F -2.02821 -0.17716 -2.82212
F -1.23743 -0.12822 -5.00133
O -0.56290 1.53136 -3.53357
N -0.43444 1.85004 -2.22538
C -1.42242 2.37863 -1.60008
C -2.69928 2.81183 -2.22696
C 1.30517 -3.05070 -2.13228
H -1.39531 3.45295 1.67767
H -2.89856 2.71501 1.12473
H -2.30681 4.17025 0.31413
H 2.61704 -2.07902 1.63317
H 3.38539 -2.55650 0.11536
H 1.90421 -3.37878 0.65324
H -2.85853 2.28277 -3.16178
H -2.66743 3.88519 -2.43315
H -3.52982 2.62606 -1.54687
H 2.16069 -3.60252 -1.74832
H 1.36777 -2.97585 -3.21500
H 0.39990 -3.61225 -1.88834
C 2.38962 1.75375 -2.00639
C 3.58698 2.45929 -2.23473
C 4.68442 1.82519 -2.84717
C 5.87177 2.51175 -3.00514
C 5.95200 3.84297 -2.61085
C 4.86697 4.49042 -2.03107
C 3.69191 3.79694 -1.81515
H 4.58641 0.79896 -3.17463
H 6.72608 2.02519 -3.45622
H 6.87938 4.38397 -2.75189
H 4.95310 5.52176 -1.71707
H 2.85195 4.25789 -1.31364
O -0.25690 -1.85591 0.61592
S -0.73809 -1.40621 1.97482
C -2.40345 -0.82684 1.66180
C -2.75671 -0.57763 0.34705
C -4.01470 -0.04838 0.07953
C -4.88960 0.22801 1.12001
C -4.51484 -0.02527 2.43590
C -3.26431 -0.55336 2.71423
C -1.10188 -2.89416 2.90041
C -0.43888 -3.05617 4.10594
C -0.64613 -4.21751 4.84194
C -1.49832 -5.19608 4.35751
C -2.15182 -5.02767 3.13994
C -1.95637 -3.87212 2.40541
H -2.07150 -0.79267 -0.46350
H -4.29511 0.13636 -0.94978
H -5.86997 0.63639 0.90976
H -5.20003 0.18833 3.24584
H -2.96939 -0.74938 3.73829
H 0.23208 -2.28282 4.46065
H -0.13798 -4.35615 5.78690
H -1.65770 -6.10134 4.92908
H -2.81471 -5.80007 2.77279
H -2.45689 -3.72115 1.45662

Here are the Löwdin charges for atoms 1 to 2, given in e: number 1, Co, carries 0.50; number 2, C, carries 0.02